Record 1
# C12H36BF4O6

A cluster of 7 separate species, C12H36BF4O6 in total at a distorted geometry (ωB97M-V/def2-TZVPD, OMol25).

Highest occupied orbital energy: -6.772 eV
LUMO: 0.108 Eh
Calculated total energy: -36861.9615 eV
Orbital gap: 9.72 eV
Total charge: -1
M: 363.2 g mol⁻¹

The geometry in XYZ format:
```
59
C12H36BF4O6 | OMol25 | ωB97M-V/def2-TZVPD
B 0.212 -0.245 -0.896
F 0.831 -1.504 -1.013
F -0.144 0.053 0.377
F 1.233 0.724 -1.350
F -0.925 -0.071 -1.699
C -0.440 3.784 -1.664
C -1.408 3.486 -0.429
O -0.772 3.687 0.878
H -0.104 4.764 -1.636
H -0.834 3.781 -2.642
H 0.407 3.399 -1.715
H -1.683 2.471 -0.499
H -2.437 3.929 -0.384
H -1.173 3.104 1.430
C -3.160 2.322 3.526
C -2.787 1.197 2.536
O -1.386 1.159 2.601
H -2.679 3.248 3.080
H -2.655 1.935 4.510
H -4.258 2.651 3.686
H -2.989 1.751 1.606
H -3.182 0.172 2.468
H -0.922 0.541 1.899
C -1.125 -3.746 3.029
C -0.268 -2.999 1.951
O 1.116 -3.029 2.341
H -1.116 -3.041 3.977
H -0.768 -4.707 3.175
H -2.094 -3.763 2.557
H -0.691 -1.882 1.612
H -0.384 -3.332 0.996
H 1.604 -2.575 1.603
C 4.726 -0.146 -4.430
C 3.395 -0.199 -3.818
O 3.277 0.790 -2.855
H 4.961 0.820 -5.097
H 4.748 -0.864 -5.210
H 5.379 -0.068 -3.562
H 3.194 -1.194 -3.364
H 2.627 0.133 -4.630
H 2.511 0.618 -2.226
C 5.319 -1.729 1.008
C 4.310 -0.919 0.170
O 3.088 -1.417 0.742
H 6.369 -1.587 0.600
H 5.279 -2.828 1.081
H 5.257 -1.347 1.961
H 4.596 -1.260 -0.696
H 4.444 0.100 0.284
H 2.317 -1.512 0.050
C -5.481 -0.563 -0.321
C -4.170 -0.437 -1.077
O -3.110 -0.886 -0.162
H -5.781 -1.710 0.002
H -6.343 -0.165 -1.013
H -5.534 0.138 0.496
H -3.991 0.620 -1.218
H -4.146 -0.863 -2.053
H -2.262 -0.788 -0.576
```

***

Record 2
# C4H12N2S

The ion C4H12N2S with charge -1 (ωB97M-V/def2-TZVPD, OMol25).

Highest occupied orbital energy (alpha / beta): 1.159 / -5.536 eV
LUMO (alpha / beta): 0.116 / 0.129 Eh
Spin multiplicity: 2
Calculated total energy: -18156.4920 eV
Orbital gap (alpha / beta): 2.00 / 9.03 eV
Total charge: -1
M: 120.2 g mol⁻¹

The geometry in XYZ format:
```
19
C4H12N2S | OMol25 | ωB97M-V/def2-TZVPD
C -0.515 -1.540 0.653
C -0.119 -0.191 0.023
C 0.412 -0.361 -1.402
S -0.919 -0.699 -2.632
N 0.855 0.564 0.787
C 0.371 0.980 2.106
N 1.044 2.194 2.579
H 0.283 -2.266 0.496
H -0.696 -1.393 1.713
H -1.448 -1.927 0.244
H -1.010 0.433 -0.069
H 0.868 0.576 -1.709
H 1.145 -1.160 -1.528
H -1.671 -1.443 -1.824
H 1.713 0.031 0.905
H -0.695 1.156 2.027
H 0.514 0.170 2.825
H 0.330 2.875 2.835
H 1.509 1.998 3.461
```

***

Record 3
# C18H23NO3S

An isolated molecule of C18H23NO3S (ωB97M-V/def2-TZVPD, OMol25).

Highest occupied orbital energy: -8.431 eV
LUMO: 0.008 Eh
Calculated total energy: -37507.1101 eV
Orbital gap: 8.66 eV
Total charge: 0
M: 333.5 g mol⁻¹
Structure (SMILES): Cc1cc(=O)oc2cc(OCCSCCN3CCCC3)ccc12

The geometry in XYZ format:
```
46
C18H23NO3S | OMol25 | ωB97M-V/def2-TZVPD
C -5.976 -1.909 1.315
C -5.405 -0.806 0.485
C -6.162 0.237 0.078
C -5.642 1.323 -0.727
O -6.277 2.274 -1.109
O -4.317 1.252 -1.075
C -3.531 0.224 -0.690
C -2.208 0.253 -1.104
C -1.335 -0.769 -0.748
O -0.069 -0.650 -1.205
C 0.885 -1.642 -0.873
C 2.195 -1.249 -1.539
S 3.560 -2.308 -0.974
C 4.022 -1.486 0.589
C 4.666 -0.119 0.386
N 3.700 0.901 0.048
C 2.822 1.315 1.142
C 2.576 2.819 0.951
C 3.135 3.102 -0.444
C 4.278 2.102 -0.533
C -1.806 -1.826 0.040
C -3.120 -1.851 0.447
C -4.017 -0.837 0.097
H -5.874 -2.862 0.799
H -5.449 -1.980 2.266
H -7.030 -1.729 1.512
H -7.207 0.317 0.335
H -1.856 1.072 -1.708
H 0.562 -2.629 -1.229
H 1.014 -1.689 0.217
H 2.462 -0.221 -1.298
H 2.129 -1.377 -2.617
H 4.735 -2.169 1.048
H 3.136 -1.420 1.218
H 5.227 0.141 1.306
H 5.383 -0.191 -0.436
H 1.884 0.754 1.078
H 3.276 1.110 2.122
H 3.130 3.389 1.697
H 1.522 3.076 1.037
H 3.464 4.132 -0.567
H 2.387 2.873 -1.203
H 4.596 1.900 -1.558
H 5.149 2.461 0.041
H -1.151 -2.630 0.332
H -3.463 -2.676 1.050
```

***

Record 4
# C14H36N2O16

A cluster of 8 separate species, C14H36N2O16 in total at a distorted geometry (ωB97M-V/def2-TZVPD, OMol25).

Highest occupied orbital energy: -9.940 eV
LUMO: 0.000 Eh
Calculated total energy: -50834.7360 eV
Orbital gap: 9.95 eV
Total charge: 0
M: 488.4 g mol⁻¹
Structure (SMILES): C[N+](=O)[O-].C[N+](=O)[O-].COC(=O)OC.COC(=O)OC.COC(=O)OC.CO.CO.CO

The geometry in XYZ format:
```
68
C14H36N2O16 | OMol25 | ωB97M-V/def2-TZVPD
C 0.396 -1.216 -4.651
N 1.606 -1.181 -5.520
O 2.543 -1.891 -5.223
O 1.570 -0.425 -6.468
H -0.439 -1.020 -5.310
H 0.508 -0.440 -3.897
H 0.354 -2.174 -4.147
C -1.698 3.392 -0.648
N -1.805 4.864 -0.794
O -0.792 5.516 -0.672
O -2.921 5.321 -0.978
H -0.643 3.128 -0.664
H -2.290 2.822 -1.351
H -2.066 3.202 0.362
C 3.125 3.457 3.433
O 1.771 3.800 3.659
C 0.852 2.853 3.506
O 1.066 1.709 3.223
O -0.322 3.418 3.725
C -1.478 2.611 3.577
H 3.412 3.646 2.398
H 3.323 2.396 3.598
H 3.740 4.029 4.120
H -2.305 3.154 4.034
H -1.373 1.718 4.196
H -1.738 2.409 2.542
C 2.310 -2.198 0.229
O 2.635 -2.518 1.571
C 3.730 -3.229 1.836
O 3.973 -3.633 2.934
O 4.468 -3.442 0.749
C 5.711 -4.114 0.946
H 1.972 -3.086 -0.311
H 3.168 -1.778 -0.292
H 1.507 -1.468 0.162
H 5.590 -4.937 1.649
H 6.441 -3.415 1.356
H 6.046 -4.467 -0.022
C -3.071 -4.021 -1.715
O -3.646 -2.888 -2.356
C -2.912 -1.838 -2.613
O -1.745 -1.695 -2.301
O -3.645 -0.937 -3.236
C -2.978 0.200 -3.767
H -1.998 -3.885 -1.581
H -3.245 -4.882 -2.353
H -3.515 -4.173 -0.735
H -2.494 -0.039 -4.712
H -2.268 0.639 -3.066
H -3.743 0.950 -3.959
C 2.701 1.521 0.101
O 1.730 1.951 -0.855
H 3.188 0.609 -0.248
H 3.445 2.302 0.263
H 2.175 1.412 1.055
H 1.115 1.200 -0.922
C -4.166 -0.679 2.967
O -4.401 -0.354 4.343
H -4.700 0.003 2.308
H -3.092 -0.585 2.751
H -4.382 -1.738 2.826
H -4.888 0.471 4.382
C -0.907 -0.022 0.452
O -0.410 0.214 -0.863
H -0.630 0.813 1.095
H -2.003 0.045 0.406
H -0.592 -0.963 0.901
H -0.871 -0.443 -1.424
```

***

Record 5
# C6H10O

An isolated molecule of C6H10O at a distorted geometry (ωB97M-V/def2-TZVPD, OMol25).

Highest occupied orbital energy: -9.953 eV
LUMO: 0.038 Eh
Calculated total energy: -8430.6783 eV
Orbital gap: 11.00 eV
Total charge: 0
M: 98.1 g mol⁻¹
Structure (SMILES): O[C@@H]1C[C@@H]2C[C@@H]2C1

The geometry in XYZ format:
```
17
C6H10O | OMol25 | ωB97M-V/def2-TZVPD
O 0.962 -0.741 1.656
C 0.339 -1.184 0.460
C 1.039 -0.608 -0.781
C 0.319 0.693 -1.087
C 0.101 1.650 0.052
C -0.994 0.697 -0.353
C -1.105 -0.600 0.427
H 0.175 -0.468 2.133
H 0.349 -2.283 0.457
H 2.115 -0.477 -0.611
H 0.911 -1.308 -1.615
H 0.384 1.091 -2.094
H -0.037 2.698 -0.200
H 0.640 1.473 0.978
H -1.891 1.105 -0.807
H -1.532 -0.422 1.434
H -1.776 -1.317 -0.049
```

***

Record 6
# C21H45F3O25P4

A cluster of 7 separate species, C21H45F3O25P4 in total at a distorted geometry (ωB97M-V/def2-TZVPD, OMol25).

Highest occupied orbital energy: -10.449 eV
LUMO: 0.012 Eh
Calculated total energy: -119007.6869 eV
Orbital gap: 10.78 eV
Total charge: 0
M: 878.5 g mol⁻¹
Structure (SMILES): O=C1OC[C@@H](F)O1.O=C1OC[C@@H](F)O1.O=C1OC[C@@H](F)O1.COP(=O)(OC)OC.COP(=O)(OC)OC.COP(=O)(OC)OC.COP(=O)(OC)OC

The geometry in XYZ format:
```
98
C21H45F3O25P4 | OMol25 | ωB97M-V/def2-TZVPD
O 12.803 16.994 10.752
C 11.619 17.287 10.552
O 11.070 18.403 11.019
C 9.694 18.369 10.848
C 9.519 17.526 9.612
F 9.671 18.354 8.557
O 10.616 16.643 9.799
H 9.171 17.922 11.694
H 9.352 19.380 10.626
H 8.558 17.021 9.518
O 5.272 14.800 4.525
C 5.769 13.692 4.210
O 6.785 13.071 4.837
C 7.165 11.859 4.206
C 5.995 11.678 3.294
F 5.142 10.835 3.879
O 5.334 12.944 3.217
H 8.086 11.908 3.625
H 7.184 11.071 4.959
H 6.453 11.326 2.369
O 6.054 24.446 9.422
C 6.313 25.060 8.355
O 5.619 24.924 7.204
C 6.371 25.482 6.122
C 7.424 26.290 6.859
F 7.182 27.614 6.958
O 7.418 25.821 8.175
H 6.785 24.672 5.522
H 5.808 26.088 5.411
H 8.390 26.187 6.365
C 18.513 9.210 19.285
O 18.449 9.804 18.015
P 17.172 9.503 17.125
O 15.888 9.623 17.834
O 17.254 10.462 15.829
C 17.113 11.913 15.923
O 17.448 7.956 16.644
C 18.540 7.773 15.722
H 18.827 8.170 19.368
H 17.526 9.224 19.748
H 19.017 9.880 19.982
H 16.100 12.251 15.705
H 17.783 12.298 15.154
H 17.415 12.285 16.902
H 18.677 8.600 15.026
H 18.363 6.888 15.110
H 19.422 7.656 16.350
C 14.976 27.771 15.962
O 15.281 26.380 16.470
P 14.173 25.171 16.467
O 12.889 25.435 17.172
O 14.153 24.805 14.916
C 13.191 25.410 14.028
O 15.063 23.953 17.030
C 14.418 22.740 17.277
H 14.987 28.557 16.718
H 13.956 27.773 15.578
H 15.621 28.045 15.127
H 12.831 24.717 13.268
H 13.657 26.212 13.456
H 12.262 25.692 14.524
H 14.383 22.482 18.335
H 14.926 21.946 16.730
H 13.502 22.722 16.685
C 11.856 19.043 1.587
O 12.539 18.094 0.823
P 11.848 16.647 0.756
O 10.480 16.587 0.135
O 12.970 15.580 0.190
C 13.053 15.316 -1.187
O 11.821 16.253 2.319
C 13.023 16.554 3.094
H 10.963 18.729 2.127
H 11.573 19.929 1.019
H 12.540 19.463 2.325
H 12.157 15.653 -1.708
H 13.251 14.271 -1.429
H 13.832 15.959 -1.597
H 13.041 17.400 3.780
H 13.926 16.570 2.483
H 13.032 15.674 3.738
C 3.053 13.726 11.740
O 4.418 13.316 11.660
P 4.925 11.813 12.042
O 6.329 11.730 12.545
O 4.664 10.916 10.677
C 3.302 10.651 10.181
O 3.773 11.270 13.147
C 3.606 11.834 14.392
H 3.070 14.573 12.425
H 2.356 12.959 12.079
H 2.644 14.060 10.787
H 2.979 11.418 9.477
H 2.575 10.647 10.993
H 3.279 9.674 9.698
H 3.362 11.052 15.112
H 2.766 12.529 14.402
H 4.494 12.311 14.805
```

***

Q: Which value of total charge does entry 3 give?
A: 0